[1]
This record from the Open Molecules 2025 dataset describes C29H35BO2S2 as an isolated structure. The level of theory is the ωB97M-V functional and the def2-TZVPD basis.

Geometry as XYZ:
```
69
Properties=species:S:1:pos:R:3:forces:R:3:mulliken_charge:R:1
C 1.87794 0.42940 4.10980 0.5 0.1 0.1 -1.847
C 0.78273 1.21724 3.44576 0.1 0.3 0.3 1.224
C -0.14629 1.76482 4.55218 0.0 0.2 0.1 -1.747
C 1.22973 2.32435 2.38034 1.0 -0.2 0.0 1.823
C 1.38934 3.73694 2.90296 -0.1 0.1 0.3 -1.919
C 2.51300 1.93834 1.64615 0.1 -0.2 0.0 -1.754
O 0.15967 2.32913 1.40567 -0.3 -0.6 1.0 -0.690
B -0.60564 1.27334 1.84348 -1.0 -0.7 -0.6 1.504
C -2.15424 1.27783 1.76347 -0.6 -0.2 -0.7 0.499
C -2.88728 0.21249 2.33280 -0.1 0.7 0.2 -0.299
C -4.26327 0.34584 2.52801 0.1 0.1 -0.2 -0.682
C -4.92691 1.51408 2.12424 0.4 -0.2 -0.4 -0.451
C -4.22090 2.50860 1.43057 0.1 -0.2 -0.1 -0.650
C -2.84399 2.38565 1.22119 -0.1 -0.3 0.7 -0.606
C -0.25281 -0.55553 -1.66551 0.7 0.6 2.6 0.441
C -1.61173 -0.26448 -1.02705 -0.1 0.5 0.5 -0.893
C 0.61489 -1.42896 -0.72004 -0.2 0.4 0.0 0.012
C 2.00823 -1.32349 -0.79822 0.0 -0.5 -0.2 -0.212
C 2.82527 -2.32719 -0.26550 -0.3 0.2 0.2 -1.123
C 2.24389 -3.32858 0.52763 0.1 0.2 0.0 -0.706
C 0.89101 -3.23721 0.88224 0.1 0.1 -0.3 -0.781
C 0.07644 -2.28936 0.25043 0.3 -0.3 -0.1 -0.411
O 0.01632 0.30605 2.63737 -0.2 1.2 -0.4 -0.719
H 2.47761 1.10294 4.72991 0.1 -0.1 0.0 0.342
H 1.43209 -0.32724 4.76561 0.1 0.1 -0.2 0.485
H 2.51400 -0.06045 3.37176 0.0 0.0 0.1 0.353
H 0.43474 2.33280 5.28933 -0.1 0.0 -0.2 0.409
H -0.96683 2.40147 4.18134 0.3 -0.2 0.0 0.229
H -0.60552 0.92649 5.09684 0.2 0.1 -0.3 0.451
H 2.16845 3.76181 3.66987 -0.1 0.0 0.0 0.348
H 1.71767 4.39087 2.08741 -0.2 -0.1 0.1 0.476
H 0.46259 4.13609 3.32642 0.1 -0.1 -0.1 0.341
H 3.36952 1.98534 2.33687 -0.2 -0.1 -0.3 0.341
H 2.43980 0.93111 1.20397 0.0 0.3 0.2 0.168
H 2.67711 2.66688 0.83770 0.0 -0.3 0.2 0.527
H -2.36195 -0.68120 2.69363 -0.2 0.4 -0.2 0.305
H -4.81052 -0.47202 2.99121 0.0 0.2 0.0 0.397
H -5.99914 1.62283 2.29484 0.3 0.0 0.0 0.376
H -4.73964 3.38096 1.03354 0.0 -0.2 0.2 0.386
H -2.28107 3.17817 0.71070 -0.3 -0.4 0.3 0.417
H 0.27741 0.41758 -1.71983 -0.1 -0.4 -0.1 0.549
H -1.83706 0.80129 -1.12636 -0.1 -0.2 0.0 0.441
H -2.46320 -0.83516 -1.42573 0.4 0.0 0.1 0.208
H -1.52618 -0.47028 0.04309 -0.4 0.1 -0.4 -0.512
H 2.43622 -0.47872 -1.34233 0.0 -0.4 -0.2 0.697
H 3.89911 -2.32295 -0.49902 -0.5 0.0 0.3 0.475
H 2.86103 -4.14921 0.89565 -0.2 0.3 0.0 0.402
H 0.43847 -3.91730 1.61461 0.3 0.2 -0.4 0.425
H -0.97132 -2.22895 0.55122 0.3 -0.2 -0.4 0.463
C 3.66161 -1.59030 -4.38143 -0.1 -0.1 0.2 -0.542
C 3.00235 -0.39637 -4.68314 -0.2 -0.1 0.1 -0.748
C 1.64649 -0.23895 -4.37455 0.6 -0.1 0.1 -0.397
C 0.96540 -1.28880 -3.76029 -0.6 0.1 0.6 -0.184
C -0.40836 -1.03447 -3.07613 1.3 -1.1 -1.1 1.284
S -1.36125 -2.58803 -3.07093 -0.6 0.4 -0.1 -0.069
C -2.77811 -1.96874 -4.03710 0.1 -1.1 -0.3 -0.677
C -2.81837 -0.47548 -4.23512 -0.2 0.6 -0.1 -0.602
S -1.23343 0.30188 -3.91786 -0.4 0.4 -0.9 -0.152
C 1.59079 -2.51498 -3.53849 0.6 0.2 0.2 -0.232
C 2.95755 -2.65154 -3.80234 -0.4 0.1 -0.1 -0.684
H 4.73149 -1.68860 -4.55401 -0.2 0.0 -0.1 0.376
H 3.54463 0.43830 -5.12321 -0.1 -0.2 0.0 0.390
H 1.15063 0.71924 -4.56966 0.3 -0.5 0.1 0.341
H -2.63385 -2.45885 -5.01022 -0.5 0.1 0.3 0.459
H -3.69127 -2.31995 -3.54051 0.2 0.0 -0.3 0.371
H -3.00631 -0.27970 -5.29281 -0.4 0.1 0.2 0.429
H -3.56557 0.02774 -3.61457 0.0 -0.3 -0.1 0.340
H 1.03096 -3.32199 -3.04777 0.4 0.3 -0.3 0.385
H 3.45585 -3.57291 -3.49008 -0.1 0.3 -0.3 0.405
```
Positions in Å, forces in eV/Å.

Values from the calculation:
- Spin multiplicity: 1
- ΔE to the lowest compared entry with this formula, charge and spin: 30.3 kJ/mol
- Energy: -2097.83322 Ha
- HOMO-LUMO gap: 8.92 eV
- Lowest unoccupied orbital energy: 0.58 eV

***

[2]
This record from the Open Molecules 2025 dataset describes C29H35F3MoN4O2P2 as an isolated structure. The level of theory is the ωB97M-V functional and the def2-TZVPD basis.

Geometry as XYZ:
```
76
Properties=species:S:1:pos:R:3:forces:R:3:mulliken_charge:R:1
Mo 0.61221 -1.86226 0.27132 0.3 -0.8 3.0 -0.346
C -1.00837 1.02029 4.06951 -1.0 0.5 0.9 -0.642
C -1.47048 0.63813 2.88533 0.3 -1.1 0.7 -0.917
C -1.17675 1.29311 1.59465 0.2 -0.8 -1.1 -0.934
C 0.08159 0.69207 0.80308 -0.3 4.0 -0.1 1.991
C 1.41732 1.17943 1.33097 0.3 -2.5 -1.4 -0.731
C 1.70855 1.48256 2.61289 -0.1 0.3 0.4 -0.713
C 0.99678 2.54468 3.36995 -1.0 0.5 0.3 -1.088
C -0.09523 2.17638 4.39281 0.3 0.1 1.0 -0.706
C 1.14150 -1.81374 2.45152 -1.2 -0.3 -1.2 -0.924
H -1.49423 0.53591 4.94726 0.8 0.2 -0.8 0.469
H -2.08336 -0.28554 2.88901 0.1 0.8 -0.2 0.497
H -0.99965 2.38225 1.69931 -0.1 -0.7 -0.2 0.535
H -2.08296 1.11720 0.97933 0.5 0.4 0.1 0.680
H -0.25452 -0.45918 0.72959 -0.2 1.2 0.9 0.233
H 0.00809 1.07257 -0.23563 -0.1 -0.5 0.3 -0.339
H 2.24080 1.05245 0.58448 -0.3 -0.7 0.9 0.324
H 2.57522 1.08847 3.14961 0.6 0.6 -0.8 0.598
H 0.58956 3.26632 2.64881 0.2 -0.2 0.2 0.467
H 1.81313 3.07030 3.89195 -0.4 0.0 0.0 0.534
H 0.41044 1.89638 5.33084 -0.2 0.2 -0.5 0.387
H -0.65279 3.10303 4.67091 0.2 -0.7 -0.3 0.378
H 1.52674 -0.96485 3.06483 -0.6 -0.8 -0.8 0.163
H 1.82220 -2.69978 2.48834 -0.3 0.4 -0.2 0.557
H 0.06083 -2.11852 2.71514 1.3 0.4 -0.1 0.421
P 1.71172 -1.09314 -1.61332 3.0 0.6 -5.0 0.651
P -1.87494 -0.22168 -1.43702 -4.3 1.8 -4.5 0.020
N 3.15584 -0.14880 -1.86726 -1.1 0.0 1.1 0.431
N 2.20253 -2.54952 -2.52641 -1.6 1.2 0.7 0.709
N -2.13938 1.40462 -2.22615 0.9 0.1 1.4 0.500
N -3.53556 -0.73051 -2.12529 1.3 -1.3 1.6 0.342
C 0.55933 -0.23170 -2.81146 -0.3 0.1 0.5 -1.325
C -0.84754 -0.87816 -2.79737 0.4 -0.5 0.0 -1.626
C 4.22753 -0.04747 -0.98243 0.9 0.8 -0.3 -0.479
C 5.11870 0.90244 -1.47450 -1.1 -0.8 0.4 -0.642
C 4.55372 1.43838 -2.68318 -0.8 -0.8 0.2 -0.633
C 3.35447 0.77600 -2.89412 0.5 0.8 -0.1 -0.370
C 2.64922 -3.73705 -1.95040 0.0 -0.9 -1.0 -0.413
C 2.90190 -4.63111 -2.99356 -0.2 0.7 0.9 -0.632
C 2.56166 -3.99265 -4.22896 -0.2 1.0 0.9 -0.685
C 2.11190 -2.71482 -3.90526 0.3 -0.9 0.2 -0.298
C -1.88205 2.60682 -1.55231 0.4 1.2 -1.8 -0.610
C -1.79826 3.65615 -2.48560 -0.3 -2.3 0.2 -0.677
C -2.04534 3.07241 -3.79258 0.2 -1.4 2.0 -0.990
C -2.24392 1.69996 -3.59345 0.6 1.3 0.0 -0.540
C -4.49930 -0.21563 -3.00323 -0.4 -0.1 -0.5 -0.303
C -5.36564 -1.23976 -3.38736 1.2 0.6 0.7 -0.670
C -4.94242 -2.41788 -2.70130 0.7 0.0 0.4 -0.588
C -3.84079 -2.08483 -1.92928 -0.6 0.2 -0.7 -0.372
H 0.90292 -0.13960 -3.86495 0.1 -0.3 0.9 0.822
H 0.49237 0.80947 -2.43236 0.1 -0.3 -0.2 0.687
H -1.33387 -0.72112 -3.77680 0.1 -0.3 0.6 0.635
H -0.80556 -1.96492 -2.58432 0.1 0.1 -0.5 0.774
H 4.22015 -0.63696 -0.07537 0.3 0.0 -0.1 0.429
H 6.05006 1.19674 -1.00268 -0.2 -0.1 -0.1 0.452
H 4.98668 2.21830 -3.31100 -0.2 -0.4 0.2 0.448
H 2.58183 0.92235 -3.63798 0.5 0.0 0.0 0.436
H 2.72013 -3.82865 -0.86793 0.3 -0.1 -0.3 0.397
H 3.31056 -5.62516 -2.87792 -0.1 0.1 0.0 0.448
H 2.65556 -4.41612 -5.22593 -0.1 0.2 0.3 0.458
H 1.69982 -1.92613 -4.50918 0.2 -0.1 -0.2 0.447
H -1.77787 2.63922 -0.48794 0.0 0.0 0.2 0.580
H -1.55821 4.67784 -2.26874 -0.1 0.2 0.1 0.488
H -2.04466 3.59157 -4.73038 -0.2 0.0 -0.2 0.498
H -2.51814 0.95923 -4.32323 0.1 -0.1 0.0 0.634
H -4.53017 0.83067 -3.30982 0.1 -0.5 0.3 0.536
H -6.18441 -1.15568 -4.10094 0.3 0.1 0.4 0.427
H -5.37800 -3.40762 -2.77560 0.0 0.2 0.1 0.434
H -3.23896 -2.67699 -1.24217 -0.2 0.0 -0.2 0.260
F -2.21266 -0.53097 8.71234 2.0 0.9 -1.1 -0.174
C -1.16851 0.27214 8.38189 -1.6 1.5 2.9 0.794
F -1.67178 1.52170 8.11948 0.8 -1.8 -0.2 -0.200
F -0.36325 0.38782 9.47544 -0.8 -0.5 -2.0 -0.190
C -0.36900 -0.26653 7.03436 -0.9 -2.7 -1.4 0.628
O -0.86166 -1.23276 6.44469 0.8 2.1 1.5 -0.486
O 0.61667 0.47246 6.86299 -0.1 0.1 0.7 -0.352
```
Positions in Å, forces in eV/Å.

Values from the calculation:
- Spin multiplicity: 3
- ΔE to the lowest compared entry with this formula, charge and spin: 165.3 kJ/mol
- Energy: -2545.01010 Ha
- HOMO-LUMO gap (alpha / beta): 3.37 / 3.76 eV
- Lowest unoccupied orbital energy (alpha / beta): -9.61 / -9.22 eV
- Charge: +2